No. 1
Entry from the Open Molecules 2025 dataset: a molecular structure, C17H31Cl3O2P2W at a distorted geometry (the ωB97M-V functional and the def2-TZVPD basis).

Values from the calculation:
HOMO (spin up / spin down) = -0.48270 / -0.48383 hartree
spin multiplicity = 3
total charge = +2
HOMO-LUMO gap (spin up / spin down) = 0.119 / 0.139 hartree

Positions of all 56 atoms, in Å:
P -2.5560 4.7344 -0.6992
P -4.2140 1.5484 -0.1957
C -4.3393 4.3243 -0.9465
C -4.8804 3.3203 0.1076
H -4.4777 3.9338 -1.9874
H -4.8085 5.3276 -0.9114
H -4.5703 3.5989 1.1356
H -5.9864 3.3771 0.1167
C -4.8009 0.8916 -1.8027
H -4.1175 0.0955 -2.1547
H -4.8478 1.6824 -2.5448
H -5.8120 0.4409 -1.7202
C -6.2006 1.0212 0.5799
H -6.9331 1.7290 0.1722
H -6.1562 1.1638 1.6675
H -6.6119 0.0373 0.3056
C -2.2185 5.6192 -2.2289
H -1.3055 6.1746 -2.0000
H -3.0228 6.3105 -2.4830
H -2.0111 4.9296 -3.0875
C -2.4888 5.6541 0.8215
H -2.9035 5.1439 1.7110
H -3.0585 6.5913 0.6885
H -1.4461 5.9034 1.0716
W -2.3643 3.0336 -2.0523
C -3.9094 -0.9911 1.8313
C -4.5815 -0.3895 0.8440
C -2.4089 1.9845 -0.1183
C -1.6020 2.1694 1.3740
C -2.1154 2.5681 2.8155
C -3.3495 2.2458 3.2603
C -3.7925 0.8497 3.6234
C -3.1091 -0.3388 2.9079
C -0.3297 2.4902 -2.1014
H -3.9233 -2.0906 1.9136
H -4.9546 -1.0367 0.0187
H -2.7922 2.2407 -3.5750
H -1.9003 1.1398 -0.5949
H -1.2272 1.1479 1.4997
H -0.7695 2.8574 1.1314
H -1.4778 3.3154 3.3230
H -4.0486 3.0117 3.6136
H -4.8843 0.7618 3.5287
H -3.5679 0.6899 4.7040
H -2.1576 -0.0081 2.4877
H -2.8773 -1.0677 3.7004
H -0.1071 1.5050 -1.6803
H 0.3248 3.2486 -1.6618
H -0.1202 2.4103 -3.1766
Cl 1.8764 -2.0850 -1.5740
C 0.2038 -2.3009 -2.1249
Cl 0.1211 -2.0073 -3.8835
Cl -0.3713 -3.9533 -1.7290
C -0.8473 -1.2801 -1.3344
O -1.8743 -1.0097 -2.0177
O -0.4683 -0.9213 -0.2060

Forces on atoms 1 to 3 (eV/Å):
P -1.4037 2.5975 2.5629
P -2.8274 -1.7404 1.8890
C -0.2476 -0.3124 0.5170



No. 2
Entry from the Open Molecules 2025 dataset: a molecular structure, C46H41N6O2PSTi at a distorted geometry (the ωB97M-V functional and the def2-TZVPD basis).

Values from the calculation:
HOMO (spin up / spin down) = -0.34936 / -0.35251 hartree
energy relative to the best compared isomer or geometry (same formula, charge and spin) = 18.3 kcal/mol
spin multiplicity = 2
total charge = +1
HOMO-LUMO gap (spin up / spin down) = 0.238 / 0.214 hartree

Positions of all 98 atoms, in Å:
Ti 0.0437 0.6044 -0.7960
C 0.3236 2.8061 4.5951
C 0.0401 1.5326 4.1334
C -0.2662 1.3333 2.7934
C -0.2693 2.3653 1.8757
C 0.0119 3.6487 2.3513
C 0.2961 3.8633 3.6915
N -0.5113 2.1012 0.4904
C -1.1863 3.0997 -0.2254
C -2.1285 4.0031 0.2881
C -2.7193 4.9296 -0.5425
C -2.4044 4.9948 -1.9081
C -1.5090 4.1019 -2.4399
C -0.9192 3.1581 -1.6004
N -0.0483 2.1472 -2.0014
N 0.4555 2.1666 -3.1889
C 1.4042 1.1777 -3.3323
C 2.1245 1.0831 -4.5243
C 3.0706 0.0950 -4.6568
C 3.2931 -0.7831 -3.5941
C 2.5638 -0.6098 -2.4435
N 1.6466 0.3560 -2.2932
H 0.5543 2.9783 5.6392
H 0.0427 0.6879 4.8147
H -0.5152 0.3573 2.4401
H 0.0185 4.4845 1.6630
H 0.5120 4.8694 4.0299
H -2.3978 3.9560 1.3352
H -3.4522 5.6150 -0.1326
H -2.8816 5.7331 -2.5411
H -1.2659 4.0940 -3.4940
H 1.9045 1.7943 -5.3102
H 3.6402 -0.0008 -5.5736
H 4.0261 -1.5765 -3.6579
H 2.7171 -1.2613 -1.5944
C 2.9351 3.4916 0.6019
C 3.0317 2.3835 -0.4408
C 4.1989 2.6358 -1.3936
C 3.1694 0.9777 0.1501
C 4.0515 0.9099 1.3789
O 3.4360 -0.1325 2.1650
C 2.2059 -0.3551 1.6932
N 1.9089 0.2613 0.5939
C 1.4748 -1.3318 2.5619
C 2.1395 -1.6918 3.7414
C 1.5855 -2.5806 4.6423
C 0.3461 -3.1395 4.3810
C -0.3179 -2.8007 3.2153
C 0.2231 -1.9048 2.2980
P -0.7092 -1.5835 0.7515
C -0.4114 -3.2128 -0.0656
C -1.1378 -4.3714 0.2143
C -0.7818 -5.5850 -0.3617
C 0.3106 -5.6661 -1.2152
C 1.0533 -4.5265 -1.4872
C 0.6884 -3.3123 -0.9189
C -2.4666 -1.6770 1.2814
C -2.9122 -1.1768 2.5048
C -4.2703 -1.1324 2.8046
C -5.2038 -1.5920 1.8890
C -4.7719 -2.1069 0.6738
C -3.4184 -2.1434 0.3739
H 2.5819 4.4122 0.1281
H 3.9117 3.7132 1.0463
H 2.2453 3.2390 1.4025
H 2.1208 2.4015 -1.0264
H 5.1581 2.5540 -0.8674
H 4.1402 3.6436 -1.8125
H 4.2049 1.9213 -2.2252
H 3.5999 0.3509 -0.6217
H 4.0373 1.8184 1.9708
H 5.0749 0.6235 1.1700
H 3.1016 -1.2605 3.9599
H 2.1255 -2.8328 5.5474
H -0.1039 -3.8363 5.0776
H -1.2878 -3.2387 3.0144
H -1.9880 -4.3395 0.8829
H -1.3602 -6.4736 -0.1348
H 0.5844 -6.6155 -1.6600
H 1.9163 -4.5816 -2.1416
H 1.2604 -2.4273 -1.1436
H -2.2110 -0.8443 3.2555
H -4.5935 -0.7403 3.7624
H -6.2632 -1.5567 2.1244
H -5.4901 -2.4823 -0.0456
H -3.1055 -2.5423 -0.5828
O -0.4373 -0.8518 -2.0700
N -1.5877 -1.2485 -2.6137
C -1.5512 -2.3197 -3.4403
C -2.6975 -2.7687 -4.0195
C -3.8989 -2.0932 -3.7459
C -3.9044 -1.0132 -2.9020
C -2.7133 -0.5708 -2.2924
S -2.5707 0.6951 -1.1793
H -0.5756 -2.7557 -3.5872
H -2.6593 -3.6260 -4.6767
H -4.8231 -2.4270 -4.2060
H -4.8129 -0.4691 -2.6714

Forces on atoms 1 to 3 (eV/Å):
Ti -0.6013 -1.3854 1.6123
C 0.0115 0.0594 0.0036
C -0.0252 -0.0535 -0.0473



No. 3
Entry from the Open Molecules 2025 dataset: a single C3H9NS molecule at a distorted geometry (the ωB97M-V functional and the def2-TZVPD basis).

Values from the calculation:
HOMO = -0.31896 hartree
energy relative to the best compared isomer or geometry (same formula, charge and spin) = 18.4 kcal/mol
spin multiplicity = 1
HOMO-LUMO gap = 0.352 hartree

Positions of all 14 atoms, in Å:
C 0.6561 -0.5095 1.5091
N 1.2737 0.0088 0.2685
C 0.6128 1.2359 -0.2995
S -1.1915 1.1979 -0.4077
C -1.4393 -0.4511 -1.1961
H 1.2965 -0.3721 2.3719
H 0.5555 -1.5835 1.3865
H -0.3444 -0.0784 1.6993
H 1.1478 -0.7259 -0.4155
H 0.8458 2.0305 0.4255
H 1.1282 1.4024 -1.2259
H -1.7546 -1.1031 -0.3907
H -2.2520 -0.3996 -1.9303
H -0.5346 -0.6524 -1.7948

Forces on atoms 1 to 3 (eV/Å):
C -0.0951 0.0715 -0.3868
N -1.0973 0.5022 -0.1810
C 1.0261 -1.2860 1.9189



Look up the spin multiplicity of the third one. 1



Among the records above, which one has the lowest spin multiplicity? C3H9NS



spin multiplicity of number 3 (C3H9NS)? 1